Entry 1:
20
Properties=species:S:1:pos:R:3 method="wB97M-V/def2-TZVPD" lumo_ev="3.4 / 3.4" total_charge=-1 relative_energy_kcal_mol=81.7 total_energy_ev=-26984.12854 gap_ev="6.7 / 6.7"
C 0.074 2.642 -0.279
C 2.396 0.874 -0.506
C -2.182 1.877 0.451
C 1.237 2.793 -0.943
C -0.170 0.289 0.099
C -0.234 -2.107 0.333
C -1.046 -0.884 0.042
N 2.021 1.756 -1.302
N -0.574 1.520 0.112
O -2.805 2.063 -0.562
O -2.431 1.869 1.633
Cl 2.647 1.143 1.244
H -0.568 3.629 -0.085
H 3.035 0.088 -0.861
H 1.345 3.812 -1.468
H 0.439 -2.077 1.228
H 0.447 -2.243 -0.629
H -0.888 -3.089 0.162
H -1.769 -0.778 0.869
H -1.640 -1.044 -0.828


Entry 2:
18
Properties=species:S:1:pos:R:3 method="wB97M-V/def2-TZVPD" lumo_ev=0.2 relative_energy_kcal_mol=3.2 smiles="ClSc1ccccc1.C=N" total_energy_ev=-32234.47722 gap_ev=8.6
Cl -2.595 0.580 -0.188
S -1.012 -0.044 0.927
C 0.308 0.839 0.061
C 1.582 0.734 0.595
C 2.686 1.458 0.049
C 2.547 2.234 -1.099
C 1.233 2.324 -1.617
C 0.151 1.729 -1.022
H 1.758 0.021 1.498
H 3.558 1.329 0.456
H 3.322 2.708 -1.543
H 1.143 2.964 -2.506
H -0.914 1.839 -1.526
C -3.072 -3.100 0.888
N -3.653 -2.078 1.332
H -2.547 -3.977 1.395
H -3.088 -3.324 -0.159
H -3.598 -2.129 2.369


Entry 3:
17
Properties=species:S:1:pos:R:3 method="wB97M-V/def2-TZVPD" lumo_ev="-0.1 / -0.8" relative_energy_kcal_mol=85.1 total_energy_ev=-16973.17679 gap_ev="8.4 / 5.8"
C 1.468 1.434 -0.993
C 1.728 1.521 0.393
C 0.476 0.500 -1.174
C 0.046 -0.001 0.077
C -0.201 0.000 -3.050
C -0.954 -0.902 0.482
C -1.275 -1.188 1.870
N 0.795 0.746 0.967
I -1.619 -1.517 -2.825
H 1.937 1.899 -1.799
H 2.406 2.260 0.830
H 0.699 -0.224 -3.640
H -1.781 -1.153 -0.169
H -0.487 -1.440 2.722
H -1.804 -2.117 1.813
H -1.995 -0.513 2.471
H 0.562 0.695 2.026


Entry 4:
18
Properties=species:S:1:pos:R:3 method="wB97M-V/def2-TZVPD" lumo_ev=2.4 total_charge=-1 relative_energy_kcal_mol=61.5 smiles="CC(C)(CC#CI)C(=O)[O-]" total_energy_ev=-19583.01855 gap_ev=5.9
C -0.808 0.950 0.623
C 0.368 0.031 0.320
C 0.973 0.217 -1.047
C 0.337 -1.421 0.851
C 1.484 -2.246 0.490
C 2.578 -2.585 0.113
I 4.224 -3.793 -0.170
C 1.446 0.896 1.345
O 1.722 0.348 2.365
O 1.699 2.002 0.852
H -0.602 1.912 0.089
H -0.970 1.076 1.765
H -1.753 0.497 0.172
H 1.089 -0.754 -1.445
H 1.869 0.909 -1.008
H 0.257 0.733 -1.686
H -0.505 -1.993 0.306
H 0.053 -1.504 1.885